Entry one
DFT (the ωB97M-V functional and the def2-TZVPD basis) results for an isolated molecule of C3H4N4O2.

XYZ file:
```
13
Properties=species:S:1:pos:R:3:nbo_charge:R:1
C -1.7549 0.9210 -0.3562 0.33
C 0.5570 0.9740 0.4417 0.29
C -1.4339 -1.3786 -0.1650 0.07
N -2.0269 -0.3082 -0.0704 -0.43
N -0.6849 1.4709 0.1803 -0.52
N 1.0204 -0.0495 -0.1810 -0.41
N 2.4181 -0.2978 -0.0755 0.62
O 3.1462 0.6722 -0.1736 -0.37
O 2.7058 -1.4514 0.2398 -0.37
H -2.5816 1.6646 -0.6177 0.21
H 1.2278 1.6316 1.1640 0.20
H -1.8974 -2.2607 0.4926 0.18
H -0.6958 -1.5880 -0.8791 0.20
```

Summary:
LUMO (eV): -0.7
Kohn-Sham gap (eV): 9.26
HOMO (eV): -9.95
SMILES: C=N/C=N\C=N\[N+](=O)[O-]

***

Entry two
DFT (the ωB97M-V functional and the def2-TZVPD basis) results for a cluster of 2 separate species, C3H4N4O2 in total.

XYZ file:
```
13
Properties=species:S:1:pos:R:3:nbo_charge:R:1
C -1.1832 -1.3959 -0.8053 -0.11
C -0.4999 -0.2156 -0.6323 -0.06
C 0.9538 0.4801 1.3104 -0.12
N -1.0396 -2.1328 0.2528 -0.20
N -0.2082 -1.6142 1.0679 -0.06
N 0.1731 -0.3243 0.5847 -0.23
N 2.8905 -0.4138 -0.2113 0.50
O 4.0015 -0.0514 -0.2014 -0.31
O 2.3190 -1.0739 -0.9870 -0.31
H -2.0652 -1.6726 -1.4205 0.23
H -0.3722 0.5150 -1.4302 0.24
H 1.0831 0.0682 2.2261 0.22
H 1.0630 1.5463 0.9109 0.23
```

Summary:
LUMO (spin up / spin down) (eV): -1.0 / -1.6
Kohn-Sham gap (spin up / spin down) (eV): 8.89 / 6.76
HOMO (spin up / spin down) (eV): -9.90 / -8.32

***

Tell me which of them is the least stable. Sure, it is entry two.

***

Entry one
DFT (the ωB97M-V functional and the def2-TZVPD basis) results for a cluster of 3 separate species, C4H13N2 in total.

XYZ file:
```
19
Properties=species:S:1:pos:R:3:nbo_charge:R:1
C 1.3525 1.3956 0.4155 -0.26
N 1.1196 2.5842 -0.3966 -0.81
C 0.3066 0.3127 0.5616 -0.25
N -1.7847 -0.8204 -1.2136 -1.10
C -0.2841 -2.1337 1.0592 -0.67
C 0.5675 -0.9965 0.5983 -0.14
H 2.3356 0.9869 0.1736 0.19
H 1.5213 1.7101 1.4473 0.20
H 0.3268 3.1565 -0.1146 0.35
H 0.7832 2.2819 -1.3158 0.35
H -0.6231 0.7448 0.9533 0.19
H -0.9495 -0.2219 -0.9568 0.37
H -2.6746 -0.4545 -0.9074 0.36
H -1.8457 -0.8036 -2.2296 0.36
H -1.3203 -2.0032 0.7614 0.25
H -0.0546 -3.1119 0.6460 0.22
H -0.2994 -2.1987 2.1433 0.22
H 0.0108 0.7940 -1.7100 -0.03
H 1.5121 -1.2222 0.0850 0.19
```

Summary:
LUMO (spin up / spin down) (eV): 1.3 / -1.1
Kohn-Sham gap (spin up / spin down) (eV): 10.26 / 8.07
HOMO (spin up / spin down) (eV): -8.97 / -9.18
2S+1: 2

***

Entry two
DFT (the ωB97M-V functional and the def2-TZVPD basis) results for an isolated molecule of C4H13N2.

XYZ file:
```
19
Properties=species:S:1:pos:R:3:nbo_charge:R:1
C -1.9710 0.9550 -0.3918 -0.63
C -0.7142 0.4544 0.2836 -0.18
C -0.5797 -1.0302 0.1045 -0.43
C 0.9590 -1.3359 -0.1604 -0.31
N 2.0363 -0.4976 0.4226 -0.95
N 0.5066 1.1872 -0.0927 -1.05
H -2.8003 0.3024 -0.2358 0.22
H -2.3507 1.8612 0.0294 0.21
H -1.7390 1.2268 -1.4540 0.21
H -1.0109 0.7644 1.2675 0.22
H -0.8906 -1.6791 0.9428 0.22
H -1.1490 -1.3014 -0.8011 0.22
H 1.1101 -1.3952 -1.2492 0.21
H 1.0738 -2.2679 0.3533 0.19
H 2.9457 -0.5703 -0.0356 0.39
H 1.2587 0.7819 0.6484 0.42
H 2.1707 -0.5982 1.4472 0.38
H 0.6976 0.9668 -1.1169 0.28
H 0.4471 2.1757 0.0380 0.39
```

Summary:
LUMO (spin up / spin down) (eV): 1.2 / 0.8
Kohn-Sham gap (spin up / spin down) (eV): 4.14 / 10.22
HOMO (spin up / spin down) (eV): -2.94 / -9.43
2S+1: 2

***

Tell me which of them is the least stable. Sure, it is entry two.

***

Entry one
DFT (the ωB97M-V functional and the def2-TZVPD basis) results for a cluster of 2 separate species, C4H9O2S in total.

XYZ file:
```
16
Properties=species:S:1:pos:R:3:nbo_charge:R:1
C 0.4285 -1.0707 -1.8735 -0.79
C -1.9683 -0.7175 -0.6070 -0.74
S -1.2304 -0.7026 -2.2646 0.16
H 1.1600 -0.3402 -1.3871 0.23
H 0.4990 -1.9271 -1.1682 0.24
H 0.9689 -1.2139 -2.8028 0.20
H -2.1735 0.3793 -0.3039 0.21
H -1.4248 -1.2580 0.1535 0.29
H -2.9800 -1.1816 -0.6654 0.18
C 0.9190 1.7967 1.5936 -0.74
C 0.9636 0.2255 1.5740 0.77
O 0.0161 -0.4008 1.0318 -0.83
O 2.0620 -0.2836 1.8768 -0.78
H 0.2707 2.3009 2.3245 0.19
H 0.6153 2.2106 0.6172 0.20
H 1.8740 2.1830 1.9012 0.20
```

Summary:
LUMO (eV): 3.4
Kohn-Sham gap (eV): 7.45
HOMO (eV): -4.08
Charge: -1

***

Entry two
DFT (the ωB97M-V functional and the def2-TZVPD basis) results for a cluster of 2 separate species, C4H9O2S in total.

XYZ file:
```
16
Properties=species:S:1:pos:R:3:nbo_charge:R:1
C -1.3096 0.1063 0.0585 -0.19
C -1.7167 0.2412 1.2833 -0.46
C -1.9516 -0.5851 -1.0903 -0.67
C 1.2875 0.0441 0.3918 -1.19
O 0.1699 1.1410 -1.7340 -1.06
O 4.0175 -0.2340 0.1231 -1.02
S 0.1581 1.1000 -0.2837 1.25
H -1.1196 0.9754 1.8624 0.19
H 3.9701 0.7036 -0.2312 0.45
H -2.5625 -0.2161 1.8076 0.18
H -1.3607 -1.4555 -1.4847 0.22
H -1.9465 0.2138 -1.8552 0.25
H -2.9085 -0.8674 -0.8293 0.19
H 0.9358 -0.9047 0.0494 0.17
H 3.0711 -0.2313 0.4505 0.49
H 1.2658 -0.0313 1.4818 0.20
```

Summary:
LUMO (eV): 3.7
Kohn-Sham gap (eV): 6.78
HOMO (eV): -3.05
Charge: -1

***

Tell me which of them is the least stable. Sure, it is entry two.

***

Entry one
DFT (the ωB97M-V functional and the def2-TZVPD basis) results for a cluster of 2 separate species, HN3O in total.

XYZ file:
```
5
Properties=species:S:1:pos:R:3:nbo_charge:R:1
N 1.3143 -1.7418 0.2132 -0.44
N 2.0658 -0.7707 -0.2049 0.06
N 2.4860 0.2317 0.1551 0.38
O 3.0825 1.1943 -0.0487 -0.31
H 1.8724 -2.1376 -1.0278 0.31
```

Summary:
LUMO (spin up / spin down) (eV): -0.8 / -0.8
Kohn-Sham gap (spin up / spin down) (eV): 7.90 / 7.91
HOMO (spin up / spin down) (eV): -8.75 / -8.75

***

Entry two
DFT (the ωB97M-V functional and the def2-TZVPD basis) results for a cluster of 2 separate species, HN3O in total.

XYZ file:
```
5
Properties=species:S:1:pos:R:3:nbo_charge:R:1
N 1.0522 -0.5136 0.4017 -0.14
N 1.2688 0.2645 1.1765 0.10
N -1.4424 0.8859 -0.5016 0.02
O -0.9984 -0.1472 -0.8987 -0.32
H 0.1198 -0.4895 -0.1779 0.35
```

Summary:
LUMO (spin up / spin down) (eV): -0.9 / -0.9
Kohn-Sham gap (spin up / spin down) (eV): 6.78 / 6.78
HOMO (spin up / spin down) (eV): -7.65 / -7.64

***

Tell me which of them is the least stable. Sure, it is entry one.

***

Entry one
DFT (the ωB97M-V functional and the def2-TZVPD basis) results for an isolated molecule of C4H15N5.

XYZ file:
```
24
Properties=species:S:1:pos:R:3:nbo_charge:R:1
C -0.3902 0.6020 -1.2755 0.45
C 1.0521 -0.4589 0.7059 -0.02
C -0.0721 -0.8414 -0.1407 -0.08
C 0.6207 -1.1635 2.3798 -0.68
N -1.4004 0.2133 -2.2410 -0.88
N 0.7741 0.9683 -2.0248 -0.88
N -0.9042 1.6749 -0.4376 -0.90
N 1.5024 0.8694 0.8755 -0.89
N -1.3618 -1.2170 0.3275 -0.85
H 1.9057 -1.0966 0.4631 0.19
H 0.2646 -1.5692 -0.8783 0.21
H -2.1017 -0.3693 -1.7963 0.38
H -0.9760 -0.3210 -2.9906 0.37
H 0.5883 1.7786 -2.6146 0.36
H 1.5388 1.2086 -1.4060 0.39
H -1.7783 1.3833 -0.0118 0.36
H -1.0910 2.5043 -1.0016 0.37
H 0.7356 1.5304 0.9711 0.41
H 2.4124 0.9551 1.3063 0.39
H -1.6528 -0.6637 1.1258 0.36
H -1.4040 -2.2018 0.5592 0.37
H 1.5743 -1.2040 2.9041 0.20
H -0.0364 -0.4151 2.8172 0.19
H 0.2000 -2.1669 2.3833 0.19
```

Summary:
LUMO (eV): 1.0
Kohn-Sham gap (eV): 8.97
HOMO (eV): -8.01
SMILES: C[C@H](N)[C@@H](N)C(N)(N)N

***

Entry two
DFT (the ωB97M-V functional and the def2-TZVPD basis) results for a structure of composition C4H15N5.

XYZ file:
```
24
Properties=species:S:1:pos:R:3:nbo_charge:R:1
C -0.0108 -0.2622 0.6343 0.36
C -0.1783 0.4786 -0.6324 -0.08
C 1.8831 -0.6440 0.0977 -0.33
C -0.4010 -0.2732 -1.9247 -0.65
N -1.6641 1.4540 -0.3851 -0.51
N 0.1412 0.4760 1.8160 -0.85
N -0.7806 -1.4043 0.8490 -0.87
N -2.9042 0.7827 -0.1902 -0.66
N 2.6848 0.5024 0.5276 -0.88
H -1.4773 1.9974 0.4611 0.35
H 0.4788 1.3363 -0.7286 0.21
H 0.9605 1.0902 1.7014 0.40
H -0.6256 -1.8757 1.7284 0.39
H 0.3184 -0.0985 2.6317 0.36
H -1.6128 -1.4918 0.2880 0.40
H -2.9090 0.1793 0.6374 0.32
H -3.1285 0.2016 -0.9936 0.34
H 2.7394 1.1942 -0.2155 0.35
H 3.6443 0.2348 0.7420 0.37
H 2.1402 -0.9945 -0.9056 0.17
H 2.0735 -1.4829 0.7724 0.17
H 0.4095 -0.0660 -2.6257 0.22
H -0.4583 -1.3621 -1.8545 0.22
H -1.3233 0.0278 -2.4312 0.23
```

Summary:
LUMO (eV): 0.9
Kohn-Sham gap (eV): 7.92
HOMO (eV): -6.97

***

Tell me which of them is the least stable. Sure, it is entry two.

***

Entry one
DFT (the ωB97M-V functional and the def2-TZVPD basis) results for an isolated molecule of C17H22N2O5S.

XYZ file:
```
47
Properties=species:S:1:pos:R:3:nbo_charge:R:1
C -7.5674 -0.8860 -0.7621 -0.61
C -7.2500 -0.0256 0.4544 -0.40
C -5.8504 -0.3062 0.9980 -0.23
N -4.8383 0.0479 0.0271 -0.61
C -3.8163 -0.7604 -0.2869 0.66
O -3.6521 -1.8744 0.1795 -0.64
C -2.8456 -0.1488 -1.2724 -0.75
H -2.0730 -0.8522 -1.5642 0.26
H -3.3428 0.2623 -2.1467 0.27
S -2.0237 1.2773 -0.4624 2.16
O -3.0749 2.1960 -0.0916 -0.97
O -1.0081 1.7611 -1.3481 -0.92
C -1.2896 0.5865 1.0730 -0.66
C 0.0159 -0.0183 0.7674 0.02
C 0.3424 -1.2869 0.3582 0.29
O 1.6815 -1.3070 0.1494 -0.40
C 2.1167 -0.0596 0.4321 0.47
N 1.1568 0.7334 0.8071 -0.44
C 3.5167 0.2826 0.3123 -0.02
C 4.4488 -0.6791 -0.0535 -0.25
C 5.7964 -0.3443 -0.1693 0.31
C 6.1995 0.9629 0.0855 -0.30
C 5.2600 1.9170 0.4498 -0.18
C 3.9255 1.5936 0.5663 -0.23
H 3.1845 2.3244 0.8433 0.24
H 5.5877 2.9277 0.6422 0.22
H 7.2357 1.2505 0.0032 0.22
O 6.6266 -1.3602 -0.5326 -0.49
C 8.0006 -1.0909 -0.6722 -0.25
H 8.4428 -0.7539 0.2709 0.18
H 8.4568 -2.0351 -0.9653 0.20
H 8.1873 -0.3432 -1.4498 0.18
H 4.1462 -1.6944 -0.2533 0.23
C -0.4253 -2.5408 0.1655 -0.68
H -1.4855 -2.3855 0.3447 0.27
H -0.0604 -3.3058 0.8506 0.23
H -0.2826 -2.9148 -0.8481 0.23
H -2.0169 -0.1219 1.4570 0.26
H -1.1750 1.4360 1.7406 0.28
H -4.7715 1.0219 -0.2412 0.43
H -5.7269 -1.3707 1.2109 0.23
H -5.6887 0.2618 1.9213 0.20
H -7.3234 1.0312 0.1890 0.20
H -7.9743 -0.2243 1.2458 0.21
H -8.5669 -0.6706 -1.1312 0.21
H -6.8556 -0.6933 -1.5610 0.21
H -7.5137 -1.9411 -0.5048 0.21
```

Summary:
LUMO (eV): 0.7
Kohn-Sham gap (eV): 8.89
HOMO (eV): -8.23
SMILES: CCCNC(=O)CS(=O)(=O)Cc1nc(-c2cccc(OC)c2)oc1C

***

Entry two
DFT (the ωB97M-V functional and the def2-TZVPD basis) results for an isolated molecule of C17H22N2O5S.

XYZ file:
```
47
Properties=species:S:1:pos:R:3:nbo_charge:R:1
C -3.4301 -0.7179 -2.5706 -0.60
H -4.4929 -0.9336 -2.6528 0.21
H -3.2703 0.3211 -2.8476 0.21
H -2.8960 -1.3483 -3.2779 0.21
C -2.9456 -0.9837 -1.1473 -0.24
C -3.1012 -2.4662 -0.8089 -0.61
H -4.1250 -2.7844 -0.9939 0.21
H -2.4400 -3.0738 -1.4234 0.21
H -2.8762 -2.6573 0.2388 0.19
C -3.7320 -0.1231 -0.1453 -0.23
N -3.0452 0.1265 1.0971 -0.87
S -2.3591 1.6003 1.4084 2.33
O -2.0836 1.6195 2.8140 -0.94
O -3.2244 2.5867 0.8346 -0.94
C -0.7881 1.6695 0.5449 -0.37
C 0.3758 1.6806 1.2840 -0.16
C 1.6038 1.7827 0.6524 -0.26
C 1.6560 1.8580 -0.7371 0.30
C 0.4689 1.8556 -1.4761 -0.25
C -0.7492 1.7765 -0.8340 -0.18
H -1.6708 1.8166 -1.3911 0.23
H 0.5329 1.9324 -2.5500 0.23
O 2.8035 1.9246 -1.4712 -0.50
C 4.0379 2.0387 -0.7937 -0.17
H 4.7894 2.1429 -1.5815 0.22
H 4.0699 2.9326 -0.1604 0.21
C 4.3813 0.8172 0.0693 0.65
O 5.0685 0.9002 1.0623 -0.62
N 3.8647 -0.3342 -0.4059 -0.61
H 3.2485 -0.2858 -1.2049 0.41
C 3.7739 -1.5281 0.4154 -0.28
C 2.4176 -1.6078 1.0379 0.27
C 1.9571 -1.2487 2.2696 -0.31
C 0.5553 -1.4561 2.2465 -0.31
C 0.2701 -1.9190 1.0011 0.08
O 1.3865 -2.0098 0.2586 -0.41
H -0.6441 -2.2216 0.5328 0.20
H -0.1338 -1.2763 3.0459 0.23
H 2.5436 -0.8883 3.0889 0.24
H 4.5369 -1.4442 1.1910 0.25
H 3.9634 -2.4049 -0.2088 0.22
H 2.5010 1.8015 1.2495 0.23
H 0.3052 1.6229 2.3578 0.25
H -2.5860 -0.6495 1.5401 0.40
H -3.9391 0.8683 -0.5515 0.23
H -4.6929 -0.6042 0.0714 0.20
H -1.8861 -0.7084 -1.0785 0.20
```

Summary:
LUMO (eV): 0.5
Kohn-Sham gap (eV): 9.42
HOMO (eV): -8.90
SMILES: CC(C)CNS(=O)(=O)c1ccc(OCC(=O)NCc2ccco2)cc1

***

Tell me which of them is the least stable. Sure, it is entry two.

***

Entry one
DFT (the ωB97M-V functional and the def2-TZVPD basis) results for a cluster of 2 separate species, C7H10O3 in total.

XYZ file:
```
20
Properties=species:S:1:pos:R:3:nbo_charge:R:1
C 0.3372 1.3701 1.1541 -0.44
C 1.1057 0.2929 1.3172 -0.14
C 1.6111 -0.1386 2.6828 -0.52
C 1.1898 -1.4910 3.0390 -0.02
C 0.9067 -2.5882 3.4079 -0.23
C -0.3656 -0.3916 -1.6414 -0.19
C -1.3913 0.6441 -1.9994 0.76
H 0.1171 1.8557 0.2123 0.21
H -0.0295 1.8927 2.0293 0.20
H 1.5016 -0.2766 0.4804 0.21
H 1.3030 0.5634 3.4585 0.24
H 2.7106 -0.1219 2.6569 0.25
H 0.6432 -3.5806 3.6958 0.24
H 0.1631 -0.0303 -3.4289 0.49
H -0.8341 -1.3566 -1.4313 0.19
H 0.1054 -0.0452 -0.7311 0.20
H -1.8650 0.7931 -0.1492 0.50
O 0.5679 -0.4964 -2.6764 -0.71
O -2.0630 1.2058 -1.0012 -0.66
O -1.5271 1.0556 -3.1417 -0.59
```

Summary:
LUMO (eV): 0.6
Kohn-Sham gap (eV): 10.99
HOMO (eV): -10.37
SMILES: O=C(O)CO.C#CCC=C

***

Entry two
DFT (the ωB97M-V functional and the def2-TZVPD basis) results for an isolated molecule of C7H10O3.

XYZ file:
```
20
Properties=species:S:1:pos:R:3:nbo_charge:R:1
O -2.7245 -2.3498 -0.0988 -0.54
O -1.0159 -0.8656 0.3745 -0.49
O -2.0927 -1.6850 -2.9204 -0.70
C -1.7248 -1.7343 -0.3998 0.79
C -0.3110 -0.5091 -1.7332 -0.07
C -0.1696 -0.1375 -0.4151 0.31
C 0.2891 0.1626 -2.9381 -0.64
C -1.1323 -1.7581 -1.8629 -0.04
C 0.9855 0.6609 1.6924 -0.60
C 0.6711 0.9814 0.1925 -0.45
H -2.7733 -2.3733 -2.8028 0.49
H 0.9008 -0.5740 -3.4791 0.22
H -0.5422 0.5204 -3.6137 0.24
H 0.9095 0.9897 -2.6140 0.22
H -0.4521 -2.6113 -1.9562 0.19
H 1.3525 -0.3545 1.8340 0.21
H 0.0767 0.7596 2.3077 0.22
H 1.7330 1.3857 2.0537 0.21
H 0.1192 1.9382 0.1461 0.22
H 1.5832 1.1100 -0.3759 0.23
```

Summary:
LUMO (eV): 0.6
Kohn-Sham gap (eV): 9.38
HOMO (eV): -8.74
SMILES: CCC1=C(C)[C@H](O)C(=O)O1

***

Tell me which of them is the least stable. Sure, it is entry one.

***

Entry one
DFT (the ωB97M-V functional and the def2-TZVPD basis) results for an isolated molecule of C7H10O3.

XYZ file:
```
20
Properties=species:S:1:pos:R:3:nbo_charge:R:1
C 0.1558 -0.0723 1.9782 -0.30
C -0.8358 0.1907 2.8683 0.09
C -1.8081 -0.7020 1.1578 0.09
C -0.4794 -0.6600 0.8480 -0.20
C -0.0372 1.4660 -1.2383 -0.64
C 0.9601 0.3385 -1.2280 -0.37
C 0.1880 -1.1260 -0.3956 0.53
O -2.0287 -0.1879 2.3790 -0.40
O 1.2868 -1.9513 -0.1445 -0.72
O -0.6813 -1.6477 -1.3434 -0.72
H 1.2014 0.1232 2.0948 0.24
H -0.8248 0.6268 3.8478 0.20
H -2.6603 -1.0473 0.6067 0.21
H -0.2272 1.8279 -0.2300 0.21
H 0.3443 2.2942 -1.8314 0.21
H -0.9758 1.1327 -1.6733 0.22
H 1.1909 -0.0469 -2.2113 0.21
H 1.8493 0.5302 -0.6429 0.20
H 1.0194 -2.7118 0.3863 0.47
H -1.0551 -2.4817 -1.0281 0.47
```

Summary:
LUMO (eV): 0.6
Kohn-Sham gap (eV): 9.55
HOMO (eV): -8.91
SMILES: CCC(O)(O)c1ccoc1

***

Entry two
DFT (the ωB97M-V functional and the def2-TZVPD basis) results for a structure of composition C7H10O3.

XYZ file:
```
20
Properties=species:S:1:pos:R:3:nbo_charge:R:1
C 1.4115 -2.7266 -2.0167 -0.61
C 0.9738 -1.2794 -1.9292 -0.21
C 0.0369 -0.9355 -0.7260 0.13
O 2.9295 -1.4409 -0.1230 -0.58
C 2.7537 -0.2342 -0.4295 0.76
O 2.5163 0.4456 0.6591 -0.77
C 1.9567 -0.0705 -1.7259 -0.37
C 0.9274 1.0421 -1.5796 -0.11
C -0.2070 0.5285 -1.0806 -0.27
H 1.5729 -3.2385 -1.0588 0.24
H 0.5955 -3.3215 -2.4497 0.20
H 2.2940 -2.8226 -2.6627 0.22
H 0.4485 -1.1239 -2.8836 0.24
H -0.8929 -1.5167 -0.7825 0.21
H 2.6765 0.0608 -2.5400 0.24
H 1.1568 2.0975 -1.7243 0.23
H -1.1465 1.0505 -0.9032 0.22
O 0.0044 -0.9191 1.0655 -0.79
H 1.4138 0.0085 1.1646 0.54
H -0.3265 -0.1034 1.4492 0.47
```

Summary:
LUMO (eV): -0.3
Kohn-Sham gap (eV): 8.84
HOMO (eV): -9.14

***

Tell me which of them is the least stable. Sure, it is entry two.